(1)
The ion C2HO3S with charge -1, computed with the ωB97M-V functional and the def2-TZVPD basis.

```
! wB97M-V def2-TZVPD RIJCOSX def2/J DEFGRID3
* xyz -1 1
S -1.51 0.19 -0.67
O -0.07 -0.85 -1.50
O -0.93 1.50 -0.30
O -1.95 -0.52 0.53
C 1.53 0.07 0.62
C 0.98 -0.50 -0.28
H 1.94 0.11 1.60
*
```

Values from the calculation:
- E_tot: -19064.9878 eV
- HOMO-LUMO gap: 8.7 eV
- HOMO: -0.166 hartree

(2)
A structure of composition CuH4NO5PS, computed with the ωB97M-V functional and the def2-TZVPD basis.

```
! wB97M-V def2-TZVPD RIJCOSX def2/J DEFGRID3
* xyz 2 2
Cu 4.14 1.22 -0.33
S 1.49 -0.87 0.04
P -1.26 -0.09 0.17
O 1.85 0.79 0.17
O -1.55 0.93 1.57
O -0.06 -1.27 0.61
O 1.46 -1.23 -1.50
O -2.76 -0.96 -0.11
N -0.92 0.77 -1.16
H 2.57 0.98 0.84
H -1.69 0.55 -1.85
H -0.75 0.97 2.17
H -2.52 -1.80 -0.62
*
```

Values from the calculation:
- E_tot: -76532.9220 eV
- HOMO-LUMO gap (alpha / beta): 8.7 / 7.2 eV
- HOMO (alpha / beta): -0.706 / -0.704 hartree

(3)
The ion C3H9N2O2 with charge +1, computed with the ωB97M-V functional and the def2-TZVPD basis.

```
! wB97M-V def2-TZVPD RIJCOSX def2/J DEFGRID3
* xyz 1 1
O -1.55 -0.03 0.50
O -0.73 -2.15 0.54
N 1.76 0.27 0.42
N 0.62 -0.32 -0.25
C -0.46 -0.85 0.74
C -1.06 1.22 -0.01
C -0.11 0.73 -1.08
H -0.07 -0.70 1.75
H 2.60 0.02 -0.09
H 0.95 -1.08 -0.85
H -0.50 1.71 0.79
H 0.61 1.45 -1.44
H -1.37 -2.23 -0.18
H -1.87 1.84 -0.36
H -0.65 0.19 -1.85
H 1.82 -0.08 1.36
*
```

Values from the calculation:
- E_tot: -10324.0676 eV
- HOMO-LUMO gap: 12.4 eV
- SMILES string: N[N@@H+]1CCO[C@H]1O
- HOMO: -0.579 hartree

(4)
A cluster of 2 separate species, C5H18N2O in total, computed with the ωB97M-V functional and the def2-TZVPD basis.

```
! wB97M-V def2-TZVPD RIJCOSX def2/J DEFGRID3
* xyz 2 1
O 4.99 -1.34 1.66
N 2.35 -1.55 0.35
N -4.12 1.53 -1.01
C -2.70 1.21 -1.66
C 1.43 -0.36 0.06
C 0.05 -0.26 0.90
C -0.90 0.91 0.11
C -1.99 0.21 -0.76
H -2.89 0.59 -2.65
H -2.80 -0.37 -0.13
H 1.12 -0.46 -1.00
H 5.28 -1.13 2.64
H 2.02 0.67 0.02
H 2.68 -2.01 -0.50
H -1.25 1.60 1.00
H -1.49 -0.60 -1.38
H 0.18 0.10 1.91
H 3.13 -1.26 1.09
H -2.11 2.10 -1.75
H 1.82 -2.22 0.98
H -0.62 -1.17 1.09
H -0.18 1.38 -0.48
H -4.45 2.50 -0.85
H -4.24 1.05 -0.11
H -4.90 1.50 -1.74
H 5.84 -1.69 1.28
*
```

Values from the calculation:
- E_tot: -10487.1182 eV
- HOMO-LUMO gap: 11.8 eV
- HOMO: -0.652 hartree

(5)
A cluster of 3 separate species, H6O3 in total, computed with the ωB97M-V functional and the def2-TZVPD basis.

```
! wB97M-V def2-TZVPD RIJCOSX def2/J DEFGRID3
* xyz 0 1
O 0.19 -2.33 -1.26
O -1.91 0.35 5.40
O 1.36 1.64 -4.33
H 1.70 2.36 -3.54
H -0.12 -3.03 -1.87
H -2.76 0.81 5.70
H -1.30 0.64 6.06
H 1.73 2.11 -5.09
H 1.11 -2.54 -1.07
*
```

Values from the calculation:
- E_tot: -6239.0197 eV
- HOMO-LUMO gap: 12.3 eV
- SMILES string: O.O.O
- HOMO: -0.417 hartree

(6)
A cluster of 2 separate species, C4H12N2O2 in total, computed with the ωB97M-V functional and the def2-TZVPD basis.

```
! wB97M-V def2-TZVPD RIJCOSX def2/J DEFGRID3
* xyz 0 1
O -1.34 1.61 2.26
O 2.45 0.17 -1.58
N 0.41 0.76 0.28
N -2.45 0.47 0.05
C 2.30 -0.91 -0.61
C 0.00 -0.49 0.06
C 0.90 -1.35 -0.53
C -1.49 -0.36 -0.55
H -0.18 -0.89 1.08
H -1.91 -1.37 -0.63
H 2.95 -1.70 -0.91
H -1.77 2.38 2.61
H -2.10 0.89 0.99
H -1.25 -0.09 -1.55
H -2.64 1.27 -0.53
H -0.19 1.36 1.00
H 1.39 0.92 0.33
H 0.69 -2.41 -0.30
H 1.59 0.31 -1.88
H 2.64 -0.58 0.39
*
```

Values from the calculation:
- E_tot: -11411.6422 eV
- HOMO-LUMO gap: 5.1 eV
- HOMO: -0.291 hartree